Record 1
Computed, not measured: a structure of composition C22H26As3F3NO2S4Zr at a distorted geometry, with ωB97M-V with the def2-TZVPD basis set.

## Properties
Frontier orbital gap: 6.978 eV
E_HOMO: -0.178 hartree
Energy relative to the best compared isomer or geometry (same formula, charge and spin): 0.00 kcal per mole
Net charge: -1

```
62
Properties=species:S:1:pos:R:3:forces:R:3
Zr 8.849470 9.977226 12.622204 1.292 -2.569 -3.034
N 8.758791 8.557865 15.073907 0.871 0.307 -0.375
C 8.782811 9.325450 16.338907 0.302 -0.276 -0.146
C 8.772431 10.892002 16.062877 -0.126 0.274 2.589
C 9.020865 11.181137 14.656444 1.278 0.853 -1.728
O 7.943267 11.307398 13.908357 1.263 -0.130 1.334
O 10.192385 11.127165 14.076943 -3.463 -0.417 1.656
H 7.921215 8.065215 14.748461 0.249 0.252 0.603
H 9.590142 7.965587 14.905932 -0.817 0.550 0.103
H 9.713337 9.084430 16.927827 -0.936 0.134 -0.743
H 7.916239 9.040781 16.967690 0.465 0.359 -0.263
H 9.506840 11.406973 16.735856 -0.400 -0.538 -0.697
H 7.782732 11.312957 16.329931 0.486 -0.290 -0.268
C 13.165771 10.196052 16.186379 0.815 -0.100 -0.183
As 13.268286 9.878562 14.214111 -0.269 0.076 0.038
C 14.943768 8.830297 14.044342 0.257 -0.169 0.349
C 14.003804 11.646908 13.707901 0.065 0.666 1.594
C 14.635779 12.502852 14.654548 0.148 -0.872 -0.403
C 15.009674 13.803553 14.323229 -0.258 -0.695 -0.413
C 14.751584 14.286753 13.050727 -0.272 -0.810 -0.802
C 14.141287 13.431138 12.122090 0.000 0.506 -0.666
C 13.715667 12.149622 12.445670 -0.171 -0.330 -0.283
As 12.302562 11.229406 11.385460 -0.675 0.090 -0.276
C 13.166294 9.860470 10.257564 0.132 -0.248 0.285
C 11.969630 12.571965 9.925926 -0.609 -0.874 1.114
H 12.640716 11.138665 16.350704 0.037 -0.084 -0.036
H 14.207028 10.278394 16.542517 -0.470 0.046 0.154
H 12.667964 9.396411 16.745739 0.057 0.043 -0.354
H 15.548429 9.322925 13.261232 -0.112 -0.231 0.532
H 14.687840 7.816423 13.679374 0.146 0.497 0.368
H 15.482934 8.775757 15.026622 -0.266 0.028 -0.992
H 14.892204 12.108287 15.649299 -0.192 0.294 -0.490
H 15.559133 14.398318 15.013559 0.162 0.435 0.599
H 15.036110 15.282738 12.746563 0.083 0.106 0.054
H 13.958751 13.715544 11.073621 0.151 0.424 0.723
H 14.042592 10.302841 9.786736 -0.032 -0.138 -0.338
H 12.390315 9.529090 9.533263 0.572 0.246 0.427
H 13.494765 8.987144 10.859232 -0.351 0.532 -0.266
H 12.909871 12.789539 9.453797 0.165 0.455 -0.482
H 11.419712 13.412887 10.380288 0.676 -0.145 -0.247
H 11.245339 12.063376 9.275710 0.441 0.095 -0.054
S 9.068252 9.362525 9.685267 -0.206 -1.568 2.047
As 8.941979 7.479682 10.974035 -0.016 1.895 -0.171
S 7.086186 8.025237 12.257192 1.155 0.644 -0.249
S 10.611962 8.012483 12.482848 -1.063 0.061 -0.628
S 8.814942 5.646501 10.072973 0.130 -0.504 0.037
F 6.481513 17.473047 7.287187 -0.123 -0.956 -0.826
C 6.378099 16.161456 6.847300 -0.338 0.625 1.382
F 6.904998 16.098212 5.613820 -0.549 0.238 0.112
F 5.031584 15.888171 6.794962 1.181 0.348 -0.519
C 7.066807 15.254175 7.815178 0.070 -1.278 0.375
C 8.280819 15.577208 8.411710 0.234 0.273 -0.053
C 8.928094 14.688127 9.275002 -0.595 0.319 -0.670
C 8.345168 13.469758 9.591911 -0.591 0.552 -0.620
C 7.122365 13.125291 8.974506 0.225 -0.269 0.060
C 6.518107 13.979797 8.081385 -0.314 0.449 -0.491
C 8.916877 12.598753 10.526120 -0.045 -1.579 1.322
C 9.146967 11.655177 11.281015 -0.499 1.724 -0.624
H 8.735302 16.541865 8.195406 -0.041 -0.145 0.050
H 9.891996 14.893979 9.694164 0.248 0.413 0.134
H 6.695377 12.148003 9.194068 0.071 0.220 -0.070
H 5.612202 13.663613 7.546554 0.373 0.190 0.416
```
Positions in Å, forces in eV/Å.

Record 2
Computed, not measured: a structure of composition C22H26AsBrN3NiO2S2, with ωB97M-V with the def2-TZVPD basis set.

## Properties
Spin multiplicity: 3
Frontier orbital gap (spin up / spin down): 6.418 / 5.738 eV
E_HOMO (spin up / spin down): -0.378 / -0.376 hartree
Energy relative to the best compared isomer or geometry (same formula, charge and spin): 1.54 kcal per mole
Net charge: +1

```
58
Properties=species:S:1:pos:R:3:forces:R:3
Ni -0.764464 0.439127 0.227083 -0.308 0.040 0.777
Br 0.102196 6.008611 5.246804 -0.102 0.137 -0.017
C 1.208667 4.493578 5.311579 0.097 -0.129 0.012
C 1.711551 3.970238 4.125430 -0.009 0.080 0.063
C 2.512769 2.848696 4.166503 0.022 0.017 0.017
C 2.802269 2.251099 5.398046 0.199 -0.223 -0.082
C 2.325902 2.805332 6.582356 -0.098 0.089 0.147
C 1.513222 3.923706 6.541098 0.032 -0.046 0.050
N 3.620692 1.108480 5.529033 -0.234 0.313 -0.059
N 3.901778 0.426402 4.515038 0.004 -0.262 -0.003
C 3.132363 0.024365 3.523054 0.056 -0.050 -0.087
C 3.822339 -0.321185 2.306837 -0.059 0.028 0.188
C 3.174828 -0.448334 1.130997 -0.157 -0.008 -0.087
C 1.749704 -0.262540 1.076773 0.048 -0.018 0.073
O 1.113126 -0.244533 0.007997 0.033 0.053 -0.267
C 1.007781 -0.130881 2.348206 0.121 -0.076 -0.198
N -0.326705 -0.116034 2.226411 0.051 0.046 -0.252
C -1.062923 -0.067634 3.323926 -0.035 0.033 0.024
C -0.490798 -0.061651 4.595594 0.018 -0.008 -0.008
C 0.881815 -0.040767 4.718057 0.006 -0.009 0.067
C 1.669211 -0.044879 3.562140 0.198 0.019 0.155
H 1.479008 4.438665 3.179415 0.038 -0.081 0.033
H 2.901753 2.443900 3.241914 -0.036 0.129 0.012
H 2.588663 2.339228 7.523452 0.014 0.028 -0.016
H 1.126897 4.357690 7.452804 -0.007 -0.014 -0.014
H 4.901485 -0.387616 2.359037 -0.009 0.005 0.049
H 3.699863 -0.632201 0.203676 -0.025 0.002 0.010
H -2.137154 -0.035762 3.183815 0.019 -0.005 -0.005
H -1.126557 -0.063736 5.470102 0.017 0.002 -0.013
H 1.341532 -0.035101 5.697085 0.002 0.033 -0.005
C -1.658574 -2.784058 0.001659 0.036 -0.043 0.073
As -2.423785 -1.438251 -1.127203 -0.244 -0.080 -0.099
C -3.955946 -2.284783 -1.912449 -0.063 -0.008 -0.048
C -1.192112 -1.178621 -2.578050 0.062 -0.032 -0.042
S -2.996504 0.372062 -0.167750 0.142 -0.171 -0.200
H -1.513286 -3.690213 -0.585703 -0.010 -0.015 0.017
H -2.342571 -2.976242 0.824702 -0.003 -0.023 0.034
H -0.708229 -2.424214 0.384750 0.042 -0.014 0.030
H -3.645243 -3.152078 -2.493119 -0.007 -0.005 0.003
H -4.460555 -1.565387 -2.552512 -0.037 -0.005 -0.020
H -4.624866 -2.592128 -1.112126 -0.048 -0.004 -0.003
H -1.012686 -2.132266 -3.074750 -0.024 0.014 -0.011
H -0.251561 -0.794440 -2.186827 0.032 0.016 0.001
H -1.627387 -0.469336 -3.277870 0.006 0.022 -0.029
O 1.318929 2.681330 1.352724 -0.512 -0.044 -0.453
S 0.077373 2.651491 0.497487 0.823 0.166 -0.090
C -0.595846 4.339340 0.473578 -0.218 0.010 0.129
C -0.844482 4.710838 -0.981652 0.129 -0.056 0.021
C 0.381612 4.192848 -1.735410 -0.002 -0.059 0.076
C 0.560178 2.747810 -1.273858 0.027 0.199 0.034
H 0.213178 4.928616 0.911139 -0.048 0.024 0.013
H -1.473345 4.377909 1.117993 0.033 0.042 -0.026
H -0.973227 5.786810 -1.089562 -0.005 0.017 0.020
H -1.754355 4.230827 -1.350111 0.015 -0.011 0.000
H 1.260897 4.783038 -1.470783 -0.014 0.008 0.010
H 0.256365 4.249391 -2.815529 0.011 -0.012 -0.016
H 1.573530 2.351494 -1.326141 -0.018 0.000 -0.007
H -0.115719 2.086948 -1.820289 -0.003 -0.060 0.018
```
Positions in Å, forces in eV/Å.

Record 3
Computed, not measured: a structure of composition C22H26AuN2Se2 at a distorted geometry, with ωB97M-V with the def2-TZVPD basis set.

## Properties
Spin multiplicity: 3
Frontier orbital gap (spin up / spin down): 6.375 / 4.251 eV
E_HOMO (spin up / spin down): -0.606 / -0.606 hartree
Net charge: +3

```
53
Properties=species:S:1:pos:R:3:forces:R:3
Au -3.795104 -14.483226 -0.751032 0.372 -0.495 -0.239
C -6.548559 -23.656618 -3.406222 -0.355 0.497 -0.769
C -5.784301 -22.366397 -3.613299 -0.254 -1.239 -0.873
C -5.331304 -21.652969 -2.564243 0.027 0.078 2.815
C -5.677120 -22.138350 -1.156522 -1.783 0.638 0.687
C -4.559295 -20.480027 -2.727250 -0.913 0.306 -3.861
C -4.176710 -19.665342 -1.628168 0.356 0.933 2.740
C -4.396335 -19.943984 -4.100734 0.020 -0.572 0.979
C -3.858586 -18.570377 -4.249046 3.040 -0.090 0.995
C -4.687553 -20.713955 -5.190096 -0.881 -0.638 1.139
C -4.405625 -20.279119 -6.590092 -1.719 1.094 0.185
C -5.342982 -22.014551 -4.921043 0.799 1.884 0.217
C -5.421433 -22.934302 -6.012928 -1.341 -1.887 -1.667
H -5.878225 -24.435120 -3.053690 0.143 -0.302 -0.297
H -7.098592 -23.928173 -4.316466 0.494 -0.253 0.255
H -7.322738 -23.603173 -2.664158 -0.231 0.447 0.562
H -5.388807 -21.498624 -0.292018 0.167 -0.445 -0.947
H -5.367609 -23.149360 -0.971471 0.686 -0.479 0.010
H -6.800138 -22.261486 -1.002412 1.155 0.453 -0.582
H -3.738019 -20.261273 -0.818144 -0.521 0.088 0.069
H -5.086478 -19.134773 -1.276218 0.132 -0.528 0.280
H -3.488537 -18.845908 -1.745948 0.336 -0.069 -0.704
H -4.581908 -17.793496 -4.252637 -0.885 0.612 -0.013
H -3.214786 -18.477635 -5.121729 -0.318 0.048 -0.202
H -3.111082 -18.366039 -3.413076 -1.103 -0.042 -1.085
H -5.235229 -20.535948 -7.262656 0.361 -0.125 0.111
H -3.513046 -20.708936 -6.928017 1.335 -0.850 -0.732
H -4.281776 -19.190285 -6.674514 -0.104 -0.439 0.149
H -6.254857 -22.698141 -6.787379 1.317 -0.194 1.164
H -5.586564 -23.969100 -5.670643 -0.184 0.498 -0.207
H -4.471826 -22.979321 -6.530072 0.177 0.330 -0.504
Se -1.232128 -13.718478 -0.263675 -0.721 0.431 0.400
Se -2.536440 -11.793082 -0.912139 0.546 0.234 -0.076
C -3.043550 -12.466619 -2.644529 -0.547 -0.480 -0.533
C -2.883161 -11.663783 -3.762783 0.694 -0.364 0.273
C -3.259654 -12.143770 -5.041118 -0.547 -0.259 1.283
C -3.897962 -13.371960 -5.084534 0.222 0.700 2.094
C -4.151303 -14.084527 -3.877094 -0.014 -0.987 -1.248
N -3.690913 -13.689083 -2.693688 -0.049 1.092 -0.047
C -2.110837 -14.075187 1.465500 -0.585 -0.044 0.807
C -1.646135 -13.783840 2.748132 -1.136 -0.523 -0.794
C -2.447354 -14.213060 3.854745 2.276 -0.171 -0.757
C -3.603021 -14.918692 3.627418 0.581 -0.046 -0.243
C -3.993563 -15.158830 2.323156 -1.104 0.335 -1.649
N -3.295642 -14.715543 1.250993 0.432 0.110 1.053
H -2.364925 -10.724648 -3.585113 -0.157 -0.029 -0.461
H -3.151319 -11.561693 -5.942298 0.245 0.152 -0.003
H -4.271486 -13.690950 -6.007119 -0.532 -0.860 -1.082
H -4.705898 -15.057580 -3.926724 0.585 1.112 0.212
H -0.707325 -13.276476 2.864195 0.261 0.077 0.255
H -1.929821 -14.176947 4.824937 -0.857 0.370 -0.207
H -4.121039 -15.353017 4.447797 -0.610 -0.177 0.410
H -4.950641 -15.625240 2.026646 0.691 0.066 0.637
```
Positions in Å, forces in eV/Å.

Record 4
Computed, not measured: a structure of composition C22H26B2F2MnN7O4, with ωB97M-V with the def2-TZVPD basis set.

## Properties
Spin multiplicity: 2
Frontier orbital gap (spin up / spin down): 7.907 / 7.439 eV
E_HOMO (spin up / spin down): -0.430 / -0.415 hartree
Net charge: +1

```
64
Properties=species:S:1:pos:R:3:forces:R:3
Mn 0.209166 0.449236 -0.147440 -0.044 -0.192 0.003
C 2.923013 2.599630 0.847114 -0.032 0.033 0.009
C 1.734071 2.375233 1.723974 0.088 0.139 -0.057
C 1.472753 2.921174 2.980667 0.038 -0.119 -0.022
C 0.212720 2.464644 3.333417 -0.002 0.017 -0.008
C -0.574881 2.734082 4.571364 0.009 -0.012 -0.049
N -0.238619 1.696015 2.328955 -0.147 0.029 0.096
N 0.692045 1.638844 1.338586 -0.110 0.026 0.134
B -1.638309 1.067771 2.110530 0.037 -0.007 0.036
N -2.210868 1.643567 0.790380 -0.034 -0.030 0.018
N -1.520615 1.454569 -0.363977 0.225 -0.081 0.010
C -2.217229 2.000189 -1.358486 -0.007 -0.034 0.139
C -1.715244 1.966761 -2.763426 -0.036 -0.001 0.033
C -3.392488 2.550614 -0.835897 0.045 0.008 -0.058
C -3.352133 2.304731 0.525140 -0.035 0.032 -0.021
C -4.342293 2.667491 1.579523 0.001 0.001 -0.024
N -1.511491 -0.468582 1.924256 -0.043 -0.002 -0.002
N -0.803629 -0.942684 0.859029 0.097 0.139 -0.036
C -1.123319 -2.231052 0.697122 -0.035 0.041 -0.105
C -0.604072 -3.020525 -0.458155 0.085 0.049 0.073
C -2.025438 -2.602900 1.692185 0.043 -0.063 0.017
C -2.250118 -1.462337 2.444998 -0.056 0.083 0.022
C -3.142936 -1.271504 3.623782 0.010 -0.021 -0.022
H 3.799061 2.829927 1.450319 0.018 -0.011 -0.010
H 2.745613 3.449013 0.185236 0.027 0.009 -0.003
H 3.151525 1.737761 0.219143 -0.022 0.102 0.018
H 2.117032 3.558414 3.561614 -0.001 0.008 -0.003
H 0.020770 3.324645 5.263271 0.006 -0.002 -0.003
H -0.864147 1.807418 5.066224 0.006 -0.002 0.001
H -1.484994 3.288539 4.342445 -0.007 0.003 0.009
H -2.350076 1.307416 3.036718 0.007 0.024 -0.064
H -0.751056 1.456965 -2.819069 0.008 0.003 -0.026
H -1.586493 2.974523 -3.156848 0.008 0.002 0.000
H -2.411446 1.441439 -3.416596 0.000 -0.003 0.002
H -4.166796 3.063963 -1.379437 -0.014 0.006 0.016
H -5.163499 3.219727 1.128659 -0.007 -0.002 0.017
H -3.892091 3.290826 2.351853 0.013 0.007 -0.005
H -4.750962 1.780739 2.064448 0.001 -0.009 -0.008
H 0.191126 -2.481049 -0.975711 0.019 -0.005 0.009
H -1.404104 -3.211793 -1.173777 -0.005 0.003 0.006
H -0.206454 -3.981078 -0.138067 0.010 -0.033 0.035
H -2.462179 -3.574116 1.849096 0.006 -0.010 -0.007
H -3.512415 -2.235852 3.964597 0.000 0.001 -0.003
H -4.000303 -0.648562 3.367478 -0.006 0.006 0.005
H -2.614223 -0.791219 4.445917 0.006 -0.002 0.004
O 2.389289 -0.754095 2.036281 0.074 -0.064 -0.261
C 2.820867 -0.717372 0.761074 -0.214 0.245 0.257
O 2.043237 -0.451047 -0.145819 0.000 -0.131 -0.095
C 4.259759 -0.882928 0.558292 0.045 -0.091 -0.022
C 5.123137 -1.132018 1.626858 -0.020 -0.001 -0.012
C 6.480483 -1.278231 1.395680 -0.010 0.007 -0.013
C 6.981351 -1.177541 0.105231 0.026 -0.005 0.012
C 6.104519 -0.926063 -0.935703 0.029 0.048 0.007
C 4.752714 -0.774682 -0.739769 -0.070 -0.004 -0.058
N 6.635183 -0.810691 -2.314439 -0.034 -0.164 0.049
O 7.821536 -0.988754 -2.463232 0.040 0.054 -0.007
O 5.836599 -0.565112 -3.191764 -0.017 0.063 -0.031
H 4.732804 -1.201602 2.632377 0.003 -0.003 -0.002
H 7.152832 -1.470083 2.219407 0.002 -0.002 0.004
H 8.035246 -1.289154 -0.106073 -0.002 0.001 0.004
H 4.099396 -0.582327 -1.578635 0.020 -0.002 0.014
F 1.489173 -2.902513 1.982412 -0.049 0.048 -0.055
B 1.538305 -1.709645 2.547747 0.030 -0.229 0.040
F 0.915696 -1.470159 3.672620 -0.026 0.099 -0.009
```
Positions in Å, forces in eV/Å.

Number 1: electronic energy -9706.03951 hartree. Number 2: electronic energy -8282.89276 hartree. Number 3: electronic energy -5900.90170 hartree. Number 4: electronic energy -2938.63205 hartree.